The following is a DFT calculation (wB97M-V/def2-TZVPD) of a structure of composition CsH6O7P in a non-equilibrium geometry.

Last column: Mulliken charge in e.
Positions of all 15 atoms, in Å:
Cs 0.420 -1.463 0.473  0.76
P 0.467 1.225 -0.072  0.75
O -0.108 2.668 -0.086  -0.93
O 1.848 -1.068 -1.423  -0.82
O -1.364 -0.378 1.877  -0.80
O -0.303 0.327 -1.105  -0.89
O -1.974 -0.672 -0.545  -0.80
O 2.008 1.233 -0.380  -0.78
O 0.218 0.603 1.358  -0.88
H -1.559 0.260 2.563  0.16
H -0.641 0.011 1.386  0.69
H -1.138 -0.207 -0.594  0.41
H -1.948 -1.289 -1.276  0.21
H 2.736 -0.917 -1.099  0.30
H 1.339 -0.334 -1.079  0.62

Calculated values
**Orbital gap**: 3.9 eV
**Total charge**: -2
**ΔE to the lowest compared entry with this formula, charge and spin**: 789.5 kJ/mol
**E**: -891.5868 Ha
**Highest occupied orbital energy**: 0.24 eV

***

The following is a DFT calculation (wB97M-V/def2-TZVPD) of a cluster of 2 separate species, C2H10NS in total in a non-equilibrium geometry.

Last column: Mulliken charge in e.
Positions of all 14 atoms, in Å:
S 0.868 0.090 1.438  -0.25
N 1.148 -1.717 -1.157  -0.41
C -0.101 1.329 0.641  -0.57
C -1.440 0.879 0.037  -0.77
H 1.568 -2.568 -1.521  0.39
H 0.508 1.869 -0.087  0.36
H -2.128 0.516 0.801  0.31
H 1.264 -0.851 -1.685  0.38
H -0.272 2.121 1.374  0.38
H -1.248 -0.009 -0.571  0.13
H -1.907 1.679 -0.527  0.32
H 0.146 -1.902 -1.084  0.35
H 1.478 -1.487 -0.198  0.21
H 0.117 0.050 2.539  0.17

Calculated values
**Orbital gap**: 9.4 eV
**Total charge**: +1
**ΔE to the lowest compared entry with this formula, charge and spin**: 38.0 kJ/mol
**E**: -534.8743 Ha
**Highest occupied orbital energy**: -13.38 eV

***

The following is a DFT calculation (wB97M-V/def2-TZVPD) of a structure of composition C3Br3F in a non-equilibrium geometry.

Last column: Mulliken charge in e.
Positions of all 7 atoms, in Å:
Br -2.683 -0.661 -1.137  -0.30
Br 1.514 -2.168 0.432  -0.02
Br -1.353 0.852 1.698  0.02
F 1.513 1.632 -0.874  -0.19
C 0.839 0.700 -0.280  0.56
C -0.528 0.226 0.113  -0.08
C 0.700 -0.581 0.048  0.01

Calculated values
**Orbital gap (spin up / spin down)**: 7.6 / 7.6 eV
**ΔE to the lowest compared entry with this formula, charge and spin**: 97.8 kJ/mol
**E**: -7936.0606 Ha
**Highest occupied orbital energy (spin up / spin down)**: -9.52 / -9.52 eV

***

The following is a DFT calculation (wB97M-V/def2-TZVPD) of a structure of composition C32H34ClSbW in a non-equilibrium geometry.

Last column: Mulliken charge in e.
Positions of all 69 atoms, in Å:
W -0.123 -0.154 -0.843  1.19
Sb 0.649 1.708 2.995  0.67
Cl 0.283 0.510 -2.974  -0.36
C -2.091 -0.579 -1.497  -0.35
C -0.883 1.687 -6.276  -1.15
C 0.010 3.240 4.433  0.08
C -1.952 0.837 -1.216  -0.71
C 1.262 -1.860 -1.479  -0.46
C 0.881 -2.142 -0.125  -1.24
C -2.228 -1.498 5.477  -0.57
C 5.133 0.644 4.889  -0.47
C -0.006 -0.665 -6.563  -1.16
C 2.202 -0.744 -1.442  -0.54
C -2.671 -0.196 5.244  -0.60
C 2.348 -0.346 -0.083  -0.55
C -1.127 5.081 6.193  -0.60
C 2.717 0.403 5.003  -0.19
C 3.718 1.646 3.182  -0.62
C -1.904 0.675 4.455  -0.41
C 0.268 3.122 5.792  0.00
C 2.580 1.179 3.849  0.46
C -0.706 4.325 3.926  -0.50
C -1.911 0.986 0.230  -0.28
C 1.589 -1.245 0.732  0.17
C -0.326 4.034 6.681  -0.52
C 3.995 0.137 5.528  -0.71
C -0.676 0.249 3.950  0.23
C 1.625 1.254 -6.238  -1.14
C 4.992 1.391 3.708  -0.64
C -0.256 -1.080 4.130  -0.10
C -1.953 -0.311 0.818  0.11
C -1.978 -1.275 -0.239  -1.17
C -1.037 -1.950 4.897  -0.76
C -1.279 5.251 4.809  -0.46
C 0.245 0.751 -6.306  1.09
H 2.800 -0.379 -2.265  0.55
H -2.005 -2.362 -0.140  0.53
H -3.599 0.186 5.678  0.43
H -0.003 -0.757 -7.665  0.39
H 4.098 -0.469 6.433  0.40
H -1.992 -0.533 1.874  0.47
H 6.129 0.467 5.298  0.40
H 0.691 -1.438 3.706  0.26
H -0.990 -0.994 -6.202  0.36
H 0.211 -2.929 0.190  0.63
H -2.426 -1.006 -2.440  0.48
H 2.342 0.507 -5.874  0.35
H -1.029 2.001 -7.328  0.41
H 3.015 0.438 0.268  0.40
H -1.814 1.210 -5.941  0.36
H -2.054 1.640 -1.922  0.56
H -2.242 1.702 4.280  0.41
H 1.664 -1.333 1.814  0.59
H 1.085 -2.512 -2.338  0.46
H 1.736 2.175 -5.653  0.35
H -0.698 -2.969 5.072  0.46
H -2.822 -2.151 6.109  0.40
H -0.138 3.911 7.751  0.40
H -0.794 4.447 2.839  0.29
H -1.577 5.785 6.887  0.39
H 0.946 2.346 6.160  0.32
H 3.603 2.216 2.257  0.42
H -0.705 2.593 -5.682  0.34
H 0.766 -1.337 -6.166  0.35
H 1.917 1.499 -7.282  0.42
H -1.838 6.095 4.409  0.39
H 1.849 -0.018 5.517  0.41
H 5.870 1.778 3.183  0.39
H -2.037 1.966 0.713  0.50

Calculated values
**Orbital gap (spin up / spin down)**: 4.6 / 4.7 eV
**Multiplicity**: 3
**Total charge**: +2
**⟨S²⟩**: 2.017
**ΔE to the lowest compared entry with this formula, charge and spin**: 0.0 kJ/mol
**E**: -2006.6300 Ha
**Highest occupied orbital energy (spin up / spin down)**: -12.47 / -12.50 eV

***

The following is a DFT calculation (wB97M-V/def2-TZVPD) of a structure of composition C16H14AlN6O6S.

Last column: Mulliken charge in e.
Positions of all 44 atoms, in Å:
S -1.416 -2.046 0.698  1.34
Al 0.825 0.411 0.444  0.22
O -1.126 -3.428 0.852  -0.66
O 0.015 1.894 0.106  -0.20
O 0.785 5.328 3.059  -0.50
O -1.834 -1.255 1.814  -0.70
O -0.299 3.964 0.940  -0.71
O 2.238 4.754 4.649  -0.56
N 1.728 -0.488 -1.004  -0.31
N 2.594 2.233 3.651  0.01
N 0.697 -2.555 -1.611  -0.43
N -4.660 -0.960 -4.078  -0.47
N 1.740 1.198 1.951  0.10
N 0.048 -1.228 0.266  -0.10
C 1.204 2.483 2.007  0.09
C -3.919 -1.218 -2.970  1.11
C 0.225 2.880 0.965  0.87
C 1.599 4.503 3.665  0.49
C -2.404 -1.745 -0.706  -0.01
C -3.741 -0.230 -1.983  -0.86
C -2.567 -2.739 -1.665  -0.35
C 1.746 3.136 3.064  0.06
C 1.534 -2.619 -2.633  -0.09
C 2.498 -1.643 -2.906  -0.79
C -3.318 -2.477 -2.788  -0.77
C 0.805 -1.498 -0.818  0.46
C 2.558 -0.572 -2.051  0.18
C 3.380 -0.119 3.328  -1.34
C 2.578 1.076 2.978  0.38
C -2.995 -0.494 -0.859  -0.53
H 1.437 -3.497 -3.263  0.46
H 3.126 2.461 4.482  0.27
H 3.204 -0.915 2.610  0.29
H -3.463 -3.246 -3.536  0.31
H -4.214 0.736 -2.109  0.31
H 4.442 0.129 3.337  0.37
H 3.266 0.236 -2.179  0.47
H -5.132 -0.083 -4.188  0.19
H 3.115 -0.478 4.323  0.36
H 0.352 4.959 2.256  0.43
H -4.833 -1.678 -4.756  0.19
H -2.106 -3.705 -1.508  0.50
H -2.874 0.254 -0.085  0.50
H 3.161 -1.719 -3.752  0.41

Calculated values
**Orbital gap**: 7.3 eV
**Total charge**: +1
**E**: -2038.7426 Ha
**Highest occupied orbital energy**: -10.85 eV

***

The following is a DFT calculation (wB97M-V/def2-TZVPD) of a cluster of 2 separate species, C2NO2S in total in a non-equilibrium geometry.

Last column: Mulliken charge in e.
Positions of all 6 atoms, in Å:
S 0.843 2.485 0.440  -0.61
O 0.065 -1.290 1.572  -0.62
O -0.380 -1.052 -1.861  -0.11
N 0.515 0.762 0.483  -0.30
C 0.400 -0.230 1.126  0.54
C -1.444 -0.675 -1.760  0.09

Calculated values
**Orbital gap**: 6.8 eV
**Total charge**: -1
**ΔE to the lowest compared entry with this formula, charge and spin**: 90.0 kJ/mol
**E**: -679.6737 Ha
**Highest occupied orbital energy**: -2.89 eV

***

The following is a DFT calculation (wB97M-V/def2-TZVPD) of an isolated molecule of C4H7NO in a non-equilibrium geometry.

Last column: Mulliken charge in e.
Positions of all 13 atoms, in Å:
O 0.846 -0.984 1.379  -0.68
N 0.460 0.074 -0.622  0.05
C -0.396 1.025 -1.391  -0.42
C 0.623 1.525 -0.442  -0.24
C -1.402 -0.968 0.524  -0.97
C -0.051 -0.762 0.538  0.43
H 1.207 -0.389 -1.135  0.31
H 1.557 1.932 -0.822  0.25
H -1.872 -1.343 1.434  0.27
H 0.301 1.887 0.534  0.22
H -1.466 0.969 -1.212  0.28
H -1.999 -0.895 -0.382  0.28
H -0.183 1.128 -2.454  0.23

Calculated values
**Orbital gap**: 7.7 eV
**SMILES string**: C=C([O-])[NH+]1CC1
**ΔE to the lowest compared entry with this formula, charge and spin**: 335.2 kJ/mol
**E**: -286.5040 Ha
**Highest occupied orbital energy**: -7.23 eV

***

The following is a DFT calculation (wB97M-V/def2-TZVPD) of an isolated molecule of C19H23N3O4S in a non-equilibrium geometry.

Last column: Mulliken charge in e.
Positions of all 50 atoms, in Å:
S 1.660 -4.980 0.500  1.28
O -0.175 2.275 -2.949  -0.44
O 1.176 -6.288 0.827  -0.71
O 2.950 -4.587 0.980  -0.64
O -1.202 2.198 -0.413  -0.63
N -0.154 4.128 0.160  -0.20
N 1.633 -4.938 -1.209  -0.42
N 1.363 -3.773 -1.846  -0.34
C 1.851 -2.693 -1.372  -0.42
C 1.359 0.993 -1.545  -0.08
C -2.003 4.165 1.782  -1.45
C -0.002 -1.545 1.807  -0.20
C 0.134 2.916 2.270  -1.08
C -0.020 3.405 -2.136  -0.73
C 0.408 1.107 -2.554  0.55
C 0.880 -2.593 1.620  -0.47
C -2.212 -0.432 1.428  -1.28
C 0.506 -1.272 -2.904  -0.65
C -1.694 -2.750 0.614  -0.92
C -0.532 3.164 -0.704  0.53
C -1.292 -1.601 1.287  1.07
C 1.430 -1.402 -1.862  0.46
C 0.467 -3.709 0.919  -0.22
C 0.008 -0.038 -3.247  -0.73
C 1.858 -0.249 -1.207  -0.66
C -0.490 4.130 1.585  0.38
C -0.818 -3.805 0.426  -0.53
H 1.026 3.745 -2.115  0.40
H -0.051 5.045 1.998  0.38
H 1.891 -2.561 1.997  0.54
H -0.094 2.932 3.332  0.46
H 0.384 4.902 -0.191  0.26
H 0.317 -0.665 2.346  0.35
H -0.633 4.182 -2.604  0.41
H -2.134 0.005 2.421  0.38
H -0.266 2.006 1.834  -0.03
H -0.717 0.073 -4.038  0.45
H 1.702 1.859 -1.000  0.37
H -2.237 4.216 2.841  0.43
H -1.119 -4.694 -0.106  0.38
H -2.697 -2.812 0.218  0.37
H -3.244 -0.721 1.247  0.43
H 2.579 -0.331 -0.407  0.40
H -2.431 5.035 1.287  0.38
H 1.215 2.921 2.145  0.36
H -2.450 3.269 1.362  0.27
H 0.182 -2.163 -3.417  0.44
H 1.098 -5.707 -1.590  0.29
H -1.940 0.333 0.700  0.12
H 2.528 -2.696 -0.518  0.68

Calculated values
**Orbital gap**: 8.4 eV
**SMILES string**: Cc1ccc(S(=O)(=O)N/N=C/c2ccc(OCC(=O)NC(C)C)cc2)cc1
**ΔE to the lowest compared entry with this formula, charge and spin**: 341.0 kJ/mol
**E**: -1601.1971 Ha
**Highest occupied orbital energy**: -8.03 eV